C5H6NP in the gas phase, computed with the ωB97M-V functional and the def2-TZVPD basis.

Results
* E_tot: -16058.3295 eV
* charge: 0
* strongest force on any atom: 0.0631 hartree/bohr
* Kohn-Sham gap: 7.5908 eV
* relative energy (zero: lowest compared OMol25 entry of this formula, charge and spin): 182.8 kJ/mol

Positions of all 13 atoms, in Å:
P  -2.79815  -0.10460  -0.08244
N  -0.52343  1.93628  0.13346
C  -0.27705  -1.56984  0.13824
C  1.22327  0.19973  -0.15741
C  1.01752  -1.25765  -0.02791
C  -1.10027  -0.35870  -0.04212
C  -0.16409  0.74010  -0.11502
H  1.96391  -1.92917  0.04759
H  -0.62530  -2.55774  0.39800
H  0.38806  2.55083  0.10603
H  1.98034  0.46979  0.62439
H  -2.59682  1.18982  0.09921
H  1.51201  0.69114  -1.12203

A molecular structure, C21H29BrNO7RuS, computed with the ωB97M-V functional and the def2-TZVPD basis.

Results
* spin multiplicity: 2
* E_tot: -121512.0827 eV
* charge: +2
* strongest force on any atom: 0.0324 hartree/bohr
* Kohn-Sham gap (spin up / spin down): 8.5869 / 3.4097 eV
* relative energy (zero: lowest compared OMol25 entry of this formula, charge and spin): 0.0 kJ/mol

Positions of all 61 atoms, in Å:
Ru  0.38893  0.23687  0.75031
Br  -0.44531  2.69863  2.61911
S  3.08569  0.24609  0.69179
O  -1.49764  -1.35398  1.44757
O  -1.75700  1.05004  0.10425
O  -0.67818  -1.71891  -0.99427
O  2.13120  -0.88085  0.49623
O  4.25912  -0.07528  1.42520
O  2.24342  1.40245  1.08777
O  0.49432  0.65683  -1.39124
N  0.42254  0.09489  2.80411
C  0.42848  -0.30025  -2.47538
C  0.78522  0.04654  5.53559
C  0.35369  1.20272  4.91309
C  5.26933  0.01233  -2.65829
C  3.74776  0.64208  -0.91508
C  -1.75512  1.51016  -1.24211
C  0.18983  1.17951  3.54212
C  3.48826  1.88918  -1.52234
C  -2.93283  0.31588  0.46670
C  4.12958  2.20215  -2.68304
C  -2.59877  -0.48383  1.70417
C  5.78456  1.63993  -4.49923
C  1.53292  -2.37077  5.42188
C  -0.32686  1.82419  -1.60052
C  1.03771  -1.10349  4.79102
C  -1.84099  -2.58918  0.80801
C  0.83634  -1.02275  3.42480
C  0.36509  -1.70818  -1.94010
C  4.64019  -0.30039  -1.49505
C  -0.75595  -2.88631  -0.19937
C  5.04411  1.27771  -3.28208
H  2.81512  2.57783  -1.03063
H  5.94651  0.77856  -5.14852
H  -3.20366  -0.34544  -0.36167
H  1.16142  -2.47045  6.44018
H  -2.80291  -2.49882  0.29834
H  -2.16028  0.72914  -1.89325
H  1.21474  -3.24643  4.85790
H  1.30696  -0.15757  -3.10906
H  -2.37967  2.40190  -1.34812
H  5.33570  2.46650  -5.04404
H  0.14306  2.10393  5.46948
H  0.92203  0.03742  6.60962
H  0.20672  -3.06132  0.29801
H  -3.76063  1.00361  0.65658
H  -1.00445  -3.76944  -0.79549
H  5.96509  -0.67676  -3.11879
H  -0.46141  -0.09517  -3.07104
H  -2.28574  0.18061  2.50992
H  -1.91746  -3.38067  1.55636
H  3.97567  3.15955  -3.16371
H  -0.23293  2.16513  -2.63281
H  1.30722  -2.00664  -1.47052
H  1.00601  -1.87410  2.77882
H  2.62304  -2.37457  5.46360
H  0.15871  -2.38928  -2.77326
H  0.07025  2.59316  -0.93650
H  6.79090  1.96178  -4.18389
H  -3.46904  -1.04760  2.04629
H  4.82600  -1.23676  -0.98552

A gas-phase ion, H3N4O2 (charge -1), computed with the ωB97M-V functional and the def2-TZVPD basis.

Results
* E_tot: -10100.2139 eV
* charge: -1
* strongest force on any atom: 0.0747 hartree/bohr
* Kohn-Sham gap: 8.7056 eV
* relative energy (zero: lowest compared OMol25 entry of this formula, charge and spin): 19.3 kJ/mol

Positions of all 9 atoms, in Å:
O  0.72863  -1.19729  -1.36596
O  2.30115  -1.15781  0.15769
N  -1.41408  0.46255  0.62140
N  -0.40355  1.02517  -0.22393
N  0.84091  0.44558  0.21090
N  1.25553  -0.66278  -0.32123
H  -1.36187  0.99853  1.47623
H  -1.31119  -0.56595  0.71604
H  -0.63553  0.65200  -1.27115

C6H7N3O in the gas phase, computed with the ωB97M-V functional and the def2-TZVPD basis.

Results
* E_tot: -12846.2235 eV
* charge: 0
* strongest force on any atom: 0.0672 hartree/bohr
* Kohn-Sham gap (spin up / spin down): 7.7807 / 7.5383 eV
* relative energy (zero: lowest compared OMol25 entry of this formula, charge and spin): 661.3 kJ/mol

Positions of all 17 atoms, in Å:
O  3.15553  -0.90322  -1.16526
N  2.35009  0.25283  0.52808
N  -0.56003  0.25513  -0.27240
N  2.33550  -0.32370  -0.50326
C  -0.16433  -0.77493  -1.03547
C  1.26975  0.97631  1.04284
C  -1.07353  -1.78351  -1.02708
C  -1.85864  -0.04474  0.21097
C  -2.11326  -1.34948  -0.19913
C  0.15359  1.45072  0.09002
H  0.73503  1.68414  -0.74398
H  1.74786  1.86062  1.36467
H  -1.03508  -2.65062  -1.65392
H  -2.26713  0.34507  1.12249
H  -0.42999  2.31737  0.34508
H  0.87028  0.50142  1.94523
H  -3.11564  -1.81340  -0.04888

A molecular structure, C10H14IrN2O7, computed with the ωB97M-V functional and the def2-TZVPD basis.

Results
* spin multiplicity: 2
* E_tot: -30731.4874 eV
* charge: +2
* strongest force on any atom: 0.0191 hartree/bohr
* Kohn-Sham gap (spin up / spin down): 9.5726 / 8.1043 eV

Positions of all 34 atoms, in Å:
Ir  0.08234  -0.10442  -0.08211
O  1.92786  0.02899  -3.66912
O  -1.67748  1.40356  -0.46302
O  -3.76925  2.18617  0.15534
O  0.31350  -0.12480  -2.11440
O  -3.99792  -1.94800  0.24525
O  0.11811  -0.07409  1.99271
O  -1.84470  -1.40564  -0.42328
N  2.13271  0.15485  -0.16715
N  2.49396  0.16927  -1.53534
C  -2.93664  -1.67603  -0.08045
C  -0.52895  1.03555  2.73840
C  -1.97698  0.60705  2.69836
C  0.94359  -0.12789  -4.75165
C  1.51208  0.01336  -2.45674
C  0.00596  0.73087  4.15138
C  0.00031  -0.81719  4.17318
C  -0.53784  -1.15815  2.76958
C  -2.73671  1.80133  -0.15040
C  -1.98226  -0.72030  2.71764
H  -0.64036  -1.23766  4.94419
H  1.00392  -1.21389  4.30543
H  1.53669  -0.08103  -5.65569
H  1.01251  1.12370  4.27250
H  -2.81232  1.27847  2.83996
H  -2.82259  -1.38098  2.87860
H  2.60342  -0.62533  0.29751
H  0.45705  -1.09224  -4.64574
H  2.44273  1.01586  0.28370
H  -0.63152  1.17749  4.91028
H  0.23311  0.69093  -4.70040
H  -0.23680  1.97652  2.28362
H  3.46594  0.27455  -1.79252
H  -0.25392  -2.11534  2.34350

A molecular structure, C17H41N11PPt, computed with the ωB97M-V functional and the def2-TZVPD basis.

Results
* spin multiplicity: 5
* E_tot: -47192.2315 eV
* charge: +3
* strongest force on any atom: 0.0019 hartree/bohr
* Kohn-Sham gap (spin up / spin down): 10.2679 / 6.6313 eV
* relative energy (zero: lowest compared OMol25 entry of this formula, charge and spin): 0.0 kJ/mol

Positions of all 71 atoms, in Å:
Pt  1.33004  -0.38735  -0.45404
P  1.84824  0.10332  3.02692
N  -0.30781  -1.75027  -0.72117
N  -1.48905  2.71145  -0.47543
N  0.45462  -2.74051  -2.70982
N  -2.65056  3.23725  0.02606
N  -1.49003  -3.48619  -1.72765
N  0.09532  1.42168  -0.76109
N  1.86868  -0.88484  -2.36468
N  2.01460  -2.17800  -4.27594
N  -0.63696  3.44302  -1.15515
N  1.28389  -0.14863  1.45185
N  -1.10438  1.50639  -0.20469
C  2.89265  -1.56896  5.00311
C  1.46040  -1.89396  -3.09830
C  4.57900  -0.00716  2.30703
C  3.91780  1.67676  4.04453
C  0.57074  2.59752  3.23193
C  0.36973  2.60292  -1.32723
C  -1.69978  -4.39339  -2.86512
C  -0.47056  -2.63060  -1.67701
C  -2.50344  -3.43007  -0.67063
C  3.34857  2.00994  1.60366
C  0.69120  1.21577  5.32184
C  3.49347  0.98527  2.74053
C  0.50781  1.17284  3.79833
C  2.59928  -2.57972  2.70011
C  0.62676  -2.18449  4.12751
C  -0.87708  0.61115  3.43452
C  2.00565  -1.62841  3.75082
H  2.89342  -2.56799  5.44336
H  -0.05514  -2.21348  3.27662
H  -0.26477  3.14714  3.66851
H  -2.04567  -3.57627  0.30903
H  -3.21755  -4.23048  -0.82708
H  3.58665  -2.30097  2.35077
H  -0.85657  -5.07652  -2.99390
H  4.00310  0.98476  4.88124
H  3.92651  -1.31349  4.78396
H  1.93272  -2.69528  1.84268
H  -3.04701  -2.48302  -0.69537
H  2.83008  -1.68198  -4.59948
H  -1.02896  0.56566  2.35415
H  1.27403  2.85035  -1.85685
H  1.64090  -2.87548  -4.89982
H  2.59802  2.77292  1.77587
H  2.68870  -3.55832  3.17475
H  4.83887  -0.73162  3.07335
H  -3.40095  2.55888  -0.04637
H  0.44170  2.61583  2.14770
H  -1.08674  -0.35841  3.87074
H  4.32025  -0.52974  1.38472
H  -0.07615  1.88189  5.72093
H  -1.90075  -3.84637  -3.78714
H  2.51152  -0.88404  5.75908
H  4.90911  2.10235  3.87622
H  0.78340  -3.21315  4.45641
H  -2.86038  4.09330  -0.47867
H  2.58291  -0.33672  -2.82754
H  0.55115  0.24708  5.79540
H  0.15797  -1.65512  4.95215
H  1.47649  3.13405  3.49988
H  -2.55677  -5.02030  -2.64626
H  -1.61360  1.30954  3.83599
H  3.14705  1.51865  0.64565
H  0.32388  -3.54317  -3.30594
H  1.65719  1.61968  5.62145
H  4.31108  2.51464  1.50384
H  -1.07790  -1.68123  -0.07241
H  3.26010  2.49482  4.32799
H  5.47699  0.57969  2.10582